1.
{
  "formula": "C21H46BNO19",
  "method": "ωB97M-V/def2-TZVPD",
  "symbols": ["C", "O", "C", "O", "O", "C", "H", "H", "H", "H", "H", "H", "C", "O", "C", "O", "O", "C", "H", "H", "H", "H", "H", "H", "C", "O", "C", "O", "O", "C", "H", "H", "H", "H", "H", "H", "C", "O", "C", "O", "O", "C", "H", "H", "H", "H", "H", "H", "C", "O", "C", "O", "O", "C", "H", "H", "H", "H", "H", "H", "C", "O", "C", "O", "O", "C", "H", "H", "H", "H", "H", "H", "C", "C", "C", "O", "B", "N", "H", "H", "H", "H", "H", "H", "H", "H", "H", "H"],
  "xyz": [[1.9367, 1.0229, 4.8274], [1.0523, 0.6172, 5.8702], [0.0961, -0.2632, 5.4802], [-0.0511, -0.7094, 4.3532], [-0.6678, -0.5609, 6.5614], [-1.7230, -1.4838, 6.2982], [2.6592, 1.7258, 5.2515], [2.4856, 0.1629, 4.4303], [1.3861, 1.5338, 4.0311], [-1.3205, -2.4441, 5.9599], [-2.4200, -1.0731, 5.5606], [-2.2681, -1.6491, 7.2315], [0.9774, 6.3188, -0.0753], [0.2554, 5.5883, 0.9144], [0.1803, 4.2540, 0.6793], [0.6648, 3.6655, -0.2745], [-0.5273, 3.6880, 1.6894], [-0.6879, 2.2754, 1.5737], [0.9739, 7.3734, 0.2136], [2.0168, 5.9787, -0.1243], [0.4924, 6.2279, -1.0525], [0.2850, 1.7737, 1.5906], [-1.2395, 2.0230, 0.6624], [-1.2680, 1.9298, 2.4337], [2.4575, 1.4576, -1.0076], [3.0972, 1.4655, -2.2823], [2.9475, 0.3169, -2.9892], [2.3330, -0.6737, -2.6260], [3.6002, 0.4614, -4.1700], [3.5277, -0.6787, -5.0240], [2.6423, 2.4242, -0.5307], [1.3760, 1.3301, -1.1191], [2.8775, 0.6733, -0.3698], [2.4889, -0.8917, -5.2962], [3.9905, -1.5485, -4.5467], [4.0832, -0.4520, -5.9381], [4.9694, 2.0088, -7.4984], [5.6091, 2.0167, -8.7732], [5.4594, 0.8680, -9.4800], [4.8449, -0.1226, -9.1168], [6.1121, 1.0126, -10.6608], [6.0396, -0.1275, -11.5148], [5.1542, 2.9753, -7.0215], [3.8878, 1.8812, -7.6100], [5.3893, 1.2244, -6.8606], [5.0008, -0.3405, -11.7870], [6.5024, -0.9973, -11.0375], [6.5951, 0.0991, -12.4289], [2.1345, -3.2251, -2.0313], [1.7849, -4.5983, -1.8692], [2.8357, -5.4540, -1.9401], [4.0022, -5.1436, -2.1241], [2.3636, -6.7149, -1.7709], [3.3658, -7.7285, -1.8221], [1.2187, -2.6321, -1.9567], [2.8177, -2.9044, -1.2382], [2.5766, -3.0531, -3.0179], [4.0983, -7.5880, -1.0206], [3.8571, -7.7365, -2.8004], [2.8765, -8.6952, -1.6751], [-1.4347, 2.2209, -2.2804], [-2.3082, 2.9371, -3.1512], [-3.3850, 3.4857, -2.5342], [-3.6441, 3.4115, -1.3433], [-4.1237, 4.1310, -3.4718], [-5.2975, 4.7613, -2.9625], [-0.6097, 1.8256, -2.8795], [-1.0181, 2.8871, -1.5181], [-1.9576, 1.3785, -1.8164], [-5.0354, 5.5291, -2.2275], [-5.9749, 4.0204, -2.5258], [-5.8104, 5.2458, -3.7978], [-7.8620, -3.4334, 9.0609], [-6.2357, -3.2905, 9.3054], [-5.4984, -3.1059, 7.8296], [-4.2735, -2.2923, 7.8714], [-4.5168, -0.8875, 7.4875], [-5.2085, -0.4161, 6.2073], [-8.4309, -2.5631, 9.6462], [-8.2639, -4.5079, 9.3787], [-8.1786, -3.2802, 7.9204], [-5.8727, -4.2704, 9.8522], [-6.0623, -2.3786, 10.0241], [-6.2714, -2.6839, 7.0491], [-5.2525, -4.2160, 7.4685], [-4.1455, -0.0128, 8.2182], [-6.1944, -0.1814, 6.5292], [-5.3401, -1.1984, 5.5295]],
  "mulliken_charge": [-0.370, -0.325, 0.778, -0.563, -0.332, -0.446, 0.238, 0.289, 0.051, 0.336, 0.259, 0.135, -0.602, -0.361, 0.832, -0.509, -0.340, -0.285, 0.232, 0.283, 0.265, 0.187, 0.091, 0.227, -0.420, -0.343, 0.707, -0.477, -0.312, -0.407, 0.196, 0.121, 0.343, 0.312, 0.257, 0.010, -0.534, -0.306, 0.739, -0.551, -0.319, -0.609, 0.284, 0.301, 0.211, 0.286, 0.290, 0.221, -0.505, -0.302, 0.696, -0.548, -0.316, -0.614, 0.298, 0.301, 0.198, 0.284, 0.287, 0.218, -0.116, -0.348, 0.748, -0.559, -0.331, -0.611, 0.149, -0.093, 0.334, 0.289, 0.285, 0.222, -0.832, -0.239, -0.483, -0.614, 0.644, -0.669, 0.215, 0.242, 0.278, 0.287, 0.239, 0.247, 0.216, -0.108, 0.278, 0.262],
  "charge": 0,
  "multiplicity": 1,
  "largest_force_ha_per_bohr": 0.059,
  "orbital_gap_ev": 10.91,
  "energy_ev": -63591.04375,
  "smiles": "COC(=O)OC.COC(=O)OC.COC(=O)OC.COC(=O)OC.COC(=O)OC.COC(=O)OC.CCCOBN"
}

2.
{
  "formula": "C3H3N3O2",
  "method": "ωB97M-V/def2-TZVPD",
  "symbols": ["C", "C", "C", "H", "H", "H", "N", "N", "N", "O", "O"],
  "xyz": [[-1.6498, -0.3252, 0.1300], [0.7651, 0.8637, 0.1742], [1.5688, -0.9754, 0.0243], [-1.3896, 1.8860, 0.0455], [0.6447, 1.9154, -0.1384], [2.4283, -1.6958, -0.2413], [-0.2112, -0.1396, 0.2833], [1.9585, 0.3709, -0.0950], [0.4199, -1.4448, -0.0427], [-2.1785, 0.8579, -0.1411], [-2.3562, -1.3131, 0.0012]],
  "mulliken_charge": [0.689, 0.073, -0.068, 0.394, 0.272, 0.323, 0.180, -0.439, -0.438, -0.520, -0.466],
  "charge": 0,
  "multiplicity": 1,
  "largest_force_ha_per_bohr": 0.190,
  "orbital_gap_ev": 10.61,
  "energy_ev": -11720.97789,
  "relative_energy_ev": 4.979
}

3.
{
  "formula": "C3H3NS2",
  "method": "ωB97M-V/def2-TZVPD",
  "symbols": ["C", "C", "C", "N", "S", "S", "H", "H", "H"],
  "xyz": [[0.9562, -0.5675, -0.3506], [1.6137, 0.3429, 0.3375], [-1.3900, -0.1387, 0.0914], [-0.3279, -0.7851, -0.4860], [2.5839, 1.4663, 0.8257], [-1.4238, 1.4036, 1.1029], [1.6824, -1.1023, -1.0540], [-1.6366, 0.2855, -0.8630], [-2.0579, -0.9047, 0.3961]],
  "mulliken_charge": [0.333, -0.005, -0.467, -0.460, -0.244, -0.141, 0.279, 0.320, 0.386],
  "charge": 0,
  "multiplicity": 1,
  "largest_force_ha_per_bohr": 0.078,
  "orbital_gap_ev": [8.35, 5.80],
  "energy_ev": -26315.47821,
  "relative_energy_ev": 3.809
}

4.
{
  "formula": "C5H8LiO3Tl",
  "method": "ωB97M-V/def2-TZVPD",
  "symbols": ["C", "C", "H", "H", "H", "Li", "O", "Tl", "O", "C", "O", "C", "C", "H", "H", "H", "H", "H"],
  "xyz": [[-2.5651, -1.5017, 0.4512], [-3.6384, -1.6942, 1.1920], [-2.5851, -1.4808, -0.6427], [-1.2940, -2.2678, 0.2754], [-3.8267, -1.4161, 2.2320], [-1.1148, 0.8309, 2.3855], [0.8356, 0.0908, -0.5985], [1.7603, -2.4293, -1.4134], [0.1193, -1.8983, -0.2206], [0.0712, -0.6696, 0.1227], [-0.9494, -0.2226, 0.7471], [1.6203, 1.1724, -0.0403], [1.9434, 2.0945, -1.1872], [0.9935, 1.6808, 0.7059], [2.5421, 0.7405, 0.3758], [1.0351, 2.6020, -1.5352], [2.6657, 2.8415, -0.8348], [2.3870, 1.5270, -2.0150]],
  "lowdin_spin": [0.039, 0.040, -0.003, -0.012, 0.002, 0.001, 0.031, 0.563, 0.292, 0.020, 0.019, 0.003, 0.003, 0.001, 0.000, 0.000, 0.000, 0.000],
  "charge": 3,
  "multiplicity": 2,
  "largest_force_ha_per_bohr": 0.102,
  "orbital_gap_ev": [9.11, 4.32],
  "energy_ev": -16317.23452,
  "relative_energy_ev": 3.704
}

5.
{
  "formula": "C19H27N3O6S2",
  "method": "ωB97M-V/def2-TZVPD",
  "symbols": ["C", "C", "O", "C", "C", "C", "N", "C", "O", "C", "N", "C", "O", "C", "S", "C", "C", "C", "C", "S", "O", "O", "N", "C", "C", "O", "C", "C", "C", "C", "H", "H", "H", "H", "H", "H", "H", "H", "H", "H", "H", "H", "H", "H", "H", "H", "H", "H", "H", "H", "H", "H", "H", "H", "H", "H", "H"],
  "xyz": [[-5.4154, -0.6428, -1.3982], [-4.4176, -0.7137, -0.2473], [-3.0723, -0.7951, -0.7034], [-2.6159, -2.1041, -1.0050], [-2.0654, -2.8465, 0.2205], [-0.7525, -2.2391, 0.7106], [-0.9550, -0.8673, 1.1227], [-0.4332, -0.3457, 2.2438], [0.3256, -0.9375, 2.9820], [-0.8663, 1.1058, 2.5095], [-1.0514, 1.8695, 1.2879], [-2.3404, 2.0593, 0.8728], [-3.2906, 1.7666, 1.5690], [-2.5309, 2.5795, -0.5306], [-1.4902, 4.0250, -0.8549], [0.0356, 3.2669, -0.4151], [1.1914, 3.6938, -1.0591], [2.4169, 3.1360, -0.7492], [2.4679, 2.1646, 0.2309], [4.0253, 1.3697, 0.6384], [4.1110, 1.2099, 2.0559], [5.0745, 2.0503, -0.0590], [3.9093, -0.1533, -0.0263], [3.8482, -0.2071, -1.4677], [4.1456, -1.6442, -1.9063], [3.2538, -2.5530, -1.3021], [3.3457, -2.4907, 0.1052], [3.0037, -1.0858, 0.6036], [1.3349, 1.7434, 0.8960], [0.0851, 2.2763, 0.5788], [-6.4186, -0.5207, -1.0008], [-5.3874, -1.5499, -1.9983], [-5.1844, 0.2032, -2.0406], [-4.4691, 0.1989, 0.3515], [-4.6495, -1.5657, 0.4019], [-3.4206, -2.6895, -1.4629], [-1.8199, -1.9766, -1.7451], [-2.8012, -2.8174, 1.0264], [-1.8956, -3.8886, -0.0506], [-0.3559, -2.7896, 1.5680], [-0.0106, -2.2765, -0.0978], [-1.6661, -0.3747, 0.5959], [-0.1342, 1.5852, 3.1619], [-1.8337, 1.0850, 3.0219], [-3.5685, 2.8814, -0.6623], [-2.2851, 1.7942, -1.2507], [1.1073, 4.4692, -1.8042], [3.3276, 3.4435, -1.2355], [4.5961, 0.4847, -1.8536], [2.8500, 0.0878, -1.8313], [4.0137, -1.7556, -2.9837], [5.1794, -1.8955, -1.6314], [2.6355, -3.2214, 0.4942], [4.3627, -2.7536, 0.4264], [3.1298, -1.0063, 1.6822], [1.9603, -0.8600, 0.3353], [1.4603, 1.0180, 1.6799]],
  "mulliken_charge": [-1.284, -0.223, -0.366, -0.620, -0.863, -0.692, 0.424, 0.593, -0.681, -1.116, 0.106, 0.718, -0.653, -0.497, -0.224, 0.469, -0.742, -0.413, -0.573, 1.273, -0.698, -0.742, 0.018, -0.445, -0.677, -0.417, -0.955, -0.407, -0.586, 0.001, 0.413, 0.314, 0.289, 0.295, 0.284, 0.353, 0.405, 0.310, 0.451, 0.542, 0.190, -0.029, 0.416, 0.507, 0.461, 0.227, 0.450, 0.550, 0.447, 0.279, 0.347, 0.365, 0.409, 0.394, 0.440, 0.383, 0.777],
  "charge": 0,
  "multiplicity": 1,
  "largest_force_ha_per_bohr": 0.020,
  "orbital_gap_ev": 9.08,
  "energy_ev": -58567.41131,
  "smiles": "CCOCCCNC(=O)CN1C(=O)CSc2ccc(S(=O)(=O)N3CCOCC3)cc21",
  "relative_energy_ev": 0.000
}

Q: Which formula does entry 3 have?
A: C3H3NS2